CH3NO4S in the gas phase. Source: the Open Molecules 2025 dataset; level of theory: ωB97M-V/def2-TZVPD.

Its HOMO energy (alpha / beta) is -6.8 / -10.7 eV. The value obtained for the relative energy (zero: lowest compared OMol25 entry of this formula, charge and spin) is 3.6282 eV. Its spin multiplicity is 3. As for the expectation value of S²: 2.0104. As for the max |F|: 0.0724 hartree/bohr. The value obtained for the HOMO-LUMO gap (alpha / beta) is 7.3166 / 6.7604 eV.

XYZ file:
```
10
Properties=species:S:1:pos:R:3:forces:R:3:lowdin_spin:R:1
C 1.64442 -0.08392 -0.14021 0.5379 0.0335 -0.3767 0.20
N -2.06274 -0.54275 -0.00899 -0.6489 -0.0841 -0.8068 0.10
O -3.09728 -0.23485 -0.48271 -1.9107 0.3352 -0.2269 0.04
O -0.98221 0.15955 -0.57925 -0.2586 -1.0390 -0.5348 0.24
O 0.27102 1.80295 1.03052 -0.7375 1.2331 2.7357 0.55
O -1.82303 -1.35895 0.81014 0.6479 -0.8807 1.3392 0.06
S 0.38033 1.24433 -0.28789 3.0777 0.0908 -2.0904 0.79
H 2.61440 0.39193 -0.04195 -0.0036 0.1501 0.0121 0.02
H 1.61475 -0.69061 -1.03807 -0.1980 0.0511 -0.1241 0.00
H 1.44034 -0.68768 0.73842 -0.5063 0.1100 0.0727 0.01
```
Positions in Å, forces in eV/Å.